[1]
84
Properties=species:S:1:pos:R:3:mulliken_spin:R:1 method="wB97M-V/def2-TZVPD" homo_energy_ev="-0.671 / -2.994" spin_multiplicity=5 energy_ha=-4181.832406 orbital_gap_ev="3.17 / 5.47" e_lumo_ev="2.5 / 2.5" charge=-1
Rh -0.182 0.099 0.217 1.523
N 2.406 -1.108 0.074 -0.033
N 2.342 1.604 0.822 0.055
C -1.961 1.106 0.458 0.054
C -1.243 1.007 1.687 0.121
C -1.044 -0.399 2.008 0.019
C -0.476 -0.755 3.419 0.062
H 0.159 0.097 3.704 -0.021
H 0.210 -1.653 3.589 0.003
H -1.275 -0.910 4.172 0.001
C -1.654 -1.163 0.905 -0.045
C -2.088 -2.606 0.686 0.040
H -3.069 -2.866 1.123 0.020
H -1.348 -3.366 1.077 -0.039
H -2.060 -2.835 -0.382 -0.022
C -2.179 -0.214 -0.037 0.269
C -2.943 -0.577 -1.282 -0.032
H -2.608 -1.538 -1.677 0.001
H -2.788 0.151 -2.078 -0.010
H -4.030 -0.651 -1.148 0.010
C -0.679 2.148 2.489 -0.006
H -1.370 2.454 3.282 0.008
H -0.474 3.022 1.864 -0.003
H 0.275 1.853 2.935 -0.001
C -2.418 2.332 -0.239 0.023
H -2.225 2.305 -1.308 0.006
H -1.917 3.217 0.132 0.004
H -3.485 2.540 -0.143 0.004
C 2.110 -2.394 -0.143 0.133
H 1.576 -2.672 -1.064 -0.024
C 2.574 -3.436 0.730 0.193
H 2.572 -4.460 0.369 -0.028
C 3.173 -3.058 1.967 -0.006
H 3.567 -3.806 2.645 -0.010
C 3.164 -1.699 2.288 0.150
H 3.598 -1.350 3.204 0.010
C 2.716 -0.719 1.364 0.020
C 2.627 0.627 1.743 -0.007
H 3.163 0.993 2.599 0.000
C 1.350 1.455 -0.117 -0.161
C 2.958 2.865 0.707 0.025
H 3.722 3.204 1.364 0.004
C 2.424 3.437 -0.386 -0.007
H 2.658 4.355 -0.867 0.002
N 1.445 2.563 -0.890 -0.013
C 0.827 2.756 -2.180 0.069
C -0.061 3.816 -2.381 0.057
C -0.703 3.913 -3.621 -0.006
H -1.451 4.695 -3.782 0.000
C -0.404 3.030 -4.662 -0.002
C -1.108 3.114 -5.982 0.000
H -1.856 2.319 -6.092 0.000
H -0.396 3.004 -6.806 0.000
H -1.618 4.074 -6.084 0.000
C 0.582 2.063 -4.464 -0.022
H 0.871 1.406 -5.289 0.002
C 1.227 1.936 -3.234 -0.056
C 2.379 1.008 -3.074 0.012
H 3.342 1.546 -3.087 -0.001
H 2.383 0.308 -3.916 0.002
H 2.321 0.437 -2.140 0.010
C -0.353 4.838 -1.333 0.002
H 0.243 5.753 -1.477 0.001
H -0.158 4.478 -0.319 0.000
H -1.410 5.132 -1.403 0.000
C -2.478 -3.552 3.701 0.042
N -1.271 -4.352 3.438 -0.002
C -0.134 -3.967 2.773 0.389
Se 0.615 -2.538 1.828 0.822
N 0.623 -5.088 2.554 -0.014
C -0.025 -6.181 3.110 -0.031
C 0.239 -7.489 2.789 0.247
C -0.721 -8.395 3.240 0.000
C -1.940 -7.955 3.807 -0.015
C -2.249 -6.605 3.968 0.265
C -1.200 -5.731 3.690 -0.086
H -2.333 -2.486 3.473 -0.008
H -2.713 -3.643 4.763 -0.004
H -3.336 -3.925 3.118 -0.026
H 1.340 -5.061 1.831 -0.032
H 1.137 -7.702 2.234 0.027
H -0.531 -9.474 3.162 0.012
H -2.658 -8.713 4.119 0.013
H -3.213 -6.227 4.303 0.043

[2]
93
Properties=species:S:1:pos:R:3:lowdin_charge:R:1 method="wB97M-V/def2-TZVPD" homo_energy_ev="-13.030 / -13.051" spin_multiplicity=1 energy_ha=-3740.003365 orbital_gap_ev="5.99 / 6.01" e_lumo_ev="-7.0 / -7.0" charge=+2
W -0.126 0.761 -0.448 1.585
O 1.657 3.720 5.781 0.103
N 0.465 3.508 5.706 -0.329
O -0.343 3.718 6.580 0.113
C -0.064 2.956 4.422 -0.037
C -1.415 3.061 4.271 0.087
C -2.013 2.604 3.073 -0.112
C -3.392 2.639 2.793 0.057
C -3.851 2.154 1.591 0.003
C -2.937 1.632 0.670 -0.055
N -1.628 1.589 0.911 -0.011
C -1.168 2.082 2.087 -0.157
C 0.226 2.019 2.236 -0.158
N 0.897 1.554 1.103 -0.189
C 2.360 1.576 1.177 -0.596
C 2.938 1.730 2.548 -0.060
C 2.236 2.136 3.601 0.006
C 0.814 2.402 3.438 -0.028
H -2.007 3.496 5.063 0.141
H -4.078 3.049 3.522 0.141
H -4.900 2.168 1.338 0.124
H -3.278 1.242 -0.280 0.117
H 2.678 2.437 0.560 0.103
H 4.001 1.548 2.639 0.120
H 2.706 2.271 4.559 0.114
C -1.186 6.288 -1.118 -0.046
C -0.252 5.541 -0.419 -0.048
C -0.168 4.170 -0.608 -0.067
C -1.034 3.543 -1.500 -0.249
C -1.982 4.290 -2.201 -0.010
C -2.046 5.658 -2.009 -0.046
N -1.014 2.098 -1.679 -0.212
N -1.815 1.723 -2.644 0.070
C -2.146 0.417 -2.578 -0.353
C -3.005 -0.120 -3.560 0.021
C -3.402 -1.419 -3.444 -0.026
C -2.928 -2.174 -2.351 -0.032
C -2.082 -1.601 -1.448 -0.124
N -1.677 -0.303 -1.534 -0.037
H -1.243 7.358 -0.976 0.119
H 0.430 6.024 0.268 0.117
H 0.584 3.614 -0.078 0.054
H -2.657 3.806 -2.889 0.109
H -2.775 6.235 -2.560 0.118
H -3.330 0.526 -4.362 0.130
H -4.065 -1.862 -4.173 0.125
H -3.210 -3.210 -2.227 0.122
H -1.677 -2.180 -0.637 0.056
S 4.128 0.154 -2.396 0.708
C 3.085 0.697 -1.291 -1.507
S 3.154 0.147 0.381 0.932
S 1.737 1.772 -1.672 0.703
O 0.783 -0.908 -1.461 -0.255
C 1.069 -1.284 -2.641 -0.458
C 1.628 -2.665 -2.821 -0.071
C 0.710 -3.590 -3.634 -0.164
C 0.818 -3.388 -5.141 -0.189
C 0.372 -2.014 -5.629 -0.167
C 1.200 -0.862 -5.075 -0.130
N 0.861 -0.518 -3.688 0.115
H 1.801 -3.056 -1.819 0.117
H 2.602 -2.581 -3.313 0.130
H -0.325 -3.452 -3.305 0.107
H 0.977 -4.619 -3.391 0.121
H 0.239 -4.158 -5.651 0.120
H 1.859 -3.545 -5.439 0.124
H -0.679 -1.839 -5.379 0.111
H 0.443 -1.981 -6.717 0.124
H 1.030 0.047 -5.649 0.134
H 2.271 -1.076 -5.132 0.130
H 0.577 0.434 -3.503 0.088
C -3.804 -2.696 1.921 -0.092
C -2.534 -3.480 2.224 -0.274
C -1.350 -2.570 2.570 -0.292
S -0.168 -2.353 1.210 1.047
O -0.270 -0.842 0.907 -0.653
C 1.387 -2.562 2.083 -0.330
C 1.649 -4.048 2.333 -0.273
C 2.030 -4.808 1.070 -0.096
H -4.635 -3.363 1.697 0.085
H -3.673 -2.028 1.066 0.057
H -4.093 -2.086 2.778 0.084
H -2.273 -4.129 1.383 0.104
H -2.702 -4.150 3.067 0.118
H -0.774 -2.935 3.420 0.096
H -1.666 -1.549 2.796 0.101
H 1.328 -1.969 2.998 0.112
H 2.139 -2.131 1.423 0.047
H 0.788 -4.513 2.822 0.107
H 2.458 -4.100 3.063 0.126
H 1.275 -4.709 0.287 0.059
H 2.142 -5.869 1.281 0.087
H 2.978 -4.444 0.670 0.086